# 1
ORCA calculation (ωB97M-V/def2-TZVPD) on a 6-piece molecular cluster, C41H71BO21PS overall.

Structure (XYZ):
```
136
Properties=species:S:1:pos:R:3:forces:R:3
C 2.157 -2.623 -0.889 -0.2 0.2 0.1
C 2.644 -1.448 -1.746 -0.1 -0.4 -0.1
C 4.159 -1.289 -1.852 0.0 0.3 -0.1
C 4.930 -0.716 -0.648 -0.2 -0.5 0.1
C 6.417 -0.714 -1.094 0.2 -0.1 -0.1
C 7.369 -0.028 -0.169 -0.4 0.2 0.1
O 7.401 1.145 0.066 0.2 -0.2 -0.1
O 8.290 -0.835 0.508 0.3 0.3 0.0
C 9.224 -1.510 -0.242 -0.2 -0.6 -0.2
C 10.627 -1.055 0.038 0.0 -0.1 0.0
O 8.948 -2.392 -1.005 0.1 0.4 0.1
O 4.814 -1.618 0.439 -0.2 0.2 0.0
B 4.076 -0.915 1.527 0.6 0.1 -0.1
P 2.914 -2.133 2.572 0.3 -0.6 -0.4
S 3.307 -4.086 2.488 -0.1 0.0 0.1
O 3.383 0.190 0.840 0.0 0.1 0.0
C 4.429 0.609 -0.019 0.0 0.1 0.1
C 4.153 1.864 -0.849 -0.1 -0.3 -0.1
C 2.953 1.943 -1.799 -0.2 0.2 0.1
C 1.647 2.210 -1.040 -0.1 -0.1 -0.2
C 0.392 2.330 -1.918 0.2 -0.2 0.1
C -0.212 0.977 -2.294 0.2 0.1 -0.3
C -1.637 1.060 -2.846 0.0 -0.3 0.6
C -2.382 -0.284 -2.732 0.0 0.4 -0.4
C -2.251 -1.203 -3.964 0.3 0.2 0.0
C -1.403 -2.468 -3.785 -0.1 -0.2 -0.1
C -1.685 -3.270 -2.518 0.1 -0.1 0.0
C -0.906 -4.581 -2.505 0.1 0.0 -0.2
O -1.342 -5.497 -1.521 -0.2 0.1 0.1
C -0.952 -5.157 -0.200 0.0 -0.1 0.0
H 1.849 -2.272 0.096 0.1 -0.1 0.0
H 2.924 -3.379 -0.730 0.0 0.0 0.0
H 1.272 -3.083 -1.337 0.1 0.0 0.0
H 2.177 -0.541 -1.383 0.0 0.2 0.1
H 2.275 -1.594 -2.770 0.0 0.0 0.0
H 4.582 -2.279 -2.051 0.1 0.0 0.0
H 4.387 -0.674 -2.734 0.0 0.0 0.1
H 6.707 -1.758 -1.188 0.0 0.0 0.0
H 6.538 -0.237 -2.071 -0.1 0.1 0.0
H 11.144 -0.982 -0.918 0.1 0.0 0.1
H 10.645 -0.109 0.569 0.0 0.0 0.0
H 11.114 -1.825 0.638 0.1 0.0 0.0
H 4.886 -0.505 2.379 -0.2 0.0 0.0
H 2.997 -1.694 3.898 -0.2 0.2 0.1
H 1.559 -1.897 2.266 -0.2 0.2 0.2
H 5.268 0.896 0.627 -0.1 0.2 0.0
H 5.089 2.068 -1.381 -0.1 0.0 -0.1
H 4.022 2.680 -0.128 0.1 0.0 0.0
H 3.097 2.795 -2.478 0.1 -0.1 0.0
H 2.872 1.062 -2.436 0.0 0.0 0.0
H 1.485 1.424 -0.298 0.1 0.0 0.1
H 1.777 3.141 -0.479 0.0 0.0 0.0
H 0.626 2.897 -2.826 -0.1 0.1 0.0
H -0.369 2.893 -1.366 0.0 0.1 0.0
H 0.444 0.475 -3.013 0.0 -0.1 0.1
H -0.217 0.353 -1.393 0.0 -0.1 0.0
H -1.641 1.422 -3.876 -0.1 0.1 0.0
H -2.177 1.778 -2.218 0.0 0.1 -0.2
H -1.994 -0.768 -1.839 -0.2 -0.2 0.0
H -3.439 -0.067 -2.564 0.0 -0.1 0.1
H -3.242 -1.469 -4.341 0.0 -0.1 0.1
H -1.784 -0.612 -4.760 -0.1 -0.1 -0.1
H -0.338 -2.221 -3.853 0.0 0.0 0.2
H -1.611 -3.127 -4.637 0.1 0.1 0.0
H -2.751 -3.511 -2.459 0.0 0.1 0.1
H -1.428 -2.687 -1.632 -0.1 0.0 0.0
H 0.169 -4.379 -2.394 -0.1 -0.1 0.0
H -1.039 -5.085 -3.467 0.0 0.0 0.1
H 0.018 -5.601 0.045 0.0 0.1 0.0
H -0.896 -4.077 -0.051 0.0 0.0 0.0
H -1.703 -5.551 0.486 0.0 0.0 -0.1
C -2.450 2.006 2.369 -0.1 0.0 -0.2
C -2.473 0.506 2.258 0.1 0.1 0.0
C -1.188 -0.145 1.792 0.1 0.0 0.1
O -1.677 -1.330 1.137 0.0 0.0 0.0
C -2.923 -1.081 0.699 0.4 0.2 -0.2
O -3.510 -1.758 -0.084 -0.3 -0.2 0.2
O -3.390 0.077 1.222 -0.2 -0.1 0.1
H -1.800 2.307 3.190 0.0 0.0 0.0
H -2.080 2.454 1.446 0.0 0.0 0.0
H -3.451 2.393 2.556 0.0 0.0 0.1
H -2.811 0.050 3.194 0.0 0.0 0.0
H -0.508 -0.413 2.593 0.0 -0.1 0.0
H -0.661 0.465 1.054 0.0 0.0 0.0
C 7.660 4.078 1.364 0.2 0.2 0.2
C 7.016 5.432 1.255 0.0 0.0 0.0
C 7.378 6.239 0.027 0.0 0.0 -0.1
O 7.232 7.590 0.489 0.0 -0.1 -0.1
C 7.426 7.593 1.829 0.0 -0.1 0.0
O 7.548 8.574 2.488 0.0 0.1 0.0
O 7.465 6.331 2.300 -0.1 -0.1 0.0
H 7.265 3.410 0.604 0.0 -0.1 0.0
H 8.742 4.153 1.243 0.0 0.0 0.0
H 7.461 3.639 2.340 -0.1 0.0 0.0
H 5.929 5.350 1.347 0.0 0.0 0.0
H 6.725 6.066 -0.824 0.0 0.1 0.0
H 8.419 6.083 -0.266 0.0 -0.1 0.0
C -8.042 -1.534 1.447 -0.1 0.2 0.0
C -7.894 -1.327 -0.037 0.0 0.0 0.1
C -6.491 -1.043 -0.527 0.0 0.0 0.0
O -6.747 -0.247 -1.703 0.1 0.0 0.0
C -7.928 0.368 -1.538 0.0 -0.1 0.1
O -8.355 1.231 -2.242 0.0 0.1 0.0
O -8.583 -0.129 -0.465 -0.1 -0.1 0.0
H -7.568 -2.471 1.739 0.0 0.0 0.0
H -7.576 -0.716 1.997 0.0 0.0 0.0
H -9.094 -1.574 1.726 0.0 -0.1 0.0
H -8.330 -2.165 -0.589 0.0 0.0 0.0
H -5.917 -1.925 -0.788 0.0 0.1 -0.1
H -5.917 -0.441 0.178 0.0 0.0 0.0
C -10.783 0.672 -4.433 -0.1 -0.1 -0.1
C -12.057 1.175 -3.816 0.0 0.0 0.0
C -12.409 0.584 -2.469 0.0 0.0 0.1
O -13.843 0.671 -2.462 0.1 0.0 0.1
C -14.267 0.656 -3.748 0.1 0.0 0.0
O -15.401 0.539 -4.082 -0.1 0.0 0.0
O -13.219 0.791 -4.588 0.0 0.1 0.0
H -9.942 1.026 -3.838 0.0 0.0 -0.1
H -10.769 -0.419 -4.457 0.0 0.0 0.0
H -10.679 1.029 -5.457 0.0 0.1 0.0
H -12.054 2.267 -3.760 0.0 0.0 0.0
H -11.998 1.130 -1.625 -0.1 0.0 0.0
H -12.125 -0.468 -2.402 0.0 0.0 0.0
C 2.868 -1.751 8.089 -0.1 -0.1 -0.1
C 2.321 -0.490 7.476 0.0 0.0 0.1
C 0.914 -0.100 7.882 0.0 0.0 0.0
O 0.448 0.607 6.727 -0.1 0.0 0.0
C 1.134 0.139 5.649 0.2 -0.1 0.3
O 0.871 0.385 4.520 -0.2 0.1 -0.2
O 2.154 -0.644 6.057 0.0 0.1 -0.1
H 3.047 -1.603 9.154 0.0 0.0 0.0
H 2.170 -2.579 7.956 0.0 0.0 0.0
H 3.807 -2.028 7.612 0.0 0.0 0.0
H 3.007 0.348 7.634 0.0 0.0 0.0
H 0.866 0.544 8.756 0.0 0.1 -0.1
H 0.280 -0.978 8.033 0.0 0.0 0.0
```
Forces are in eV/Å.

Output
**F_max**: 0.8 eV Å⁻¹
**Total charge**: -1
**Orbital gap**: 6.32 eV
**Electronic energy**: -3949.53802 Eh
**HOMO**: -4.53 eV


# 2
ORCA calculation (ωB97M-V/def2-TZVPD) on C27H20AsF5N5O5PS6Zr as an isolated structure at a distorted geometry.

Structure (XYZ):
```
71
Properties=species:S:1:pos:R:3:forces:R:3
Zr -0.518 -1.616 0.166 -1.7 0.7 -0.2
N -2.317 -2.992 4.000 0.0 0.0 0.0
C -2.204 -2.000 3.113 0.1 0.0 -0.1
N -1.364 -2.389 2.180 0.4 -0.1 0.1
C -1.034 -3.656 2.529 0.3 -0.2 0.0
N -1.584 -4.074 3.641 -0.1 0.1 0.0
C -0.239 -4.469 1.604 -0.3 -0.1 0.1
C 0.258 -5.728 1.905 0.0 0.0 -0.1
N 0.875 -6.475 0.994 0.0 0.0 0.0
C 0.968 -5.965 -0.231 0.0 0.1 -0.1
C 0.506 -4.695 -0.548 -0.2 -0.2 -0.1
N -0.098 -3.957 0.377 0.7 0.3 0.3
H -2.966 -3.050 4.763 0.0 0.0 0.0
H -2.716 -1.057 3.142 0.0 0.0 0.0
H 0.146 -6.126 2.906 0.0 0.0 0.0
H 1.457 -6.564 -0.990 0.0 0.0 0.0
H 0.594 -4.261 -1.538 0.0 0.0 0.0
O 0.282 -1.873 -3.687 -0.1 -0.1 -0.1
C -0.393 -1.258 -2.884 0.1 0.3 0.1
O -0.964 -1.778 -1.829 0.9 -0.3 0.0
C -0.617 0.242 -2.943 0.1 0.0 -0.1
P 0.190 0.963 -1.439 -0.3 -0.3 -0.4
C 1.929 1.153 -1.964 0.1 0.1 0.2
C 2.775 1.846 -1.094 0.0 0.0 0.0
C 4.123 1.982 -1.380 0.0 0.0 0.0
C 4.654 1.403 -2.526 0.0 0.0 0.0
C 3.827 0.683 -3.376 0.0 0.0 0.0
C 2.470 0.557 -3.099 0.0 0.0 0.0
C -0.440 2.686 -1.560 0.1 0.1 0.0
C 0.306 3.715 -2.134 0.0 0.0 0.0
C -0.204 5.002 -2.218 0.0 0.0 0.0
C -1.472 5.285 -1.731 0.0 0.0 0.0
C -2.227 4.266 -1.170 0.0 0.0 0.0
C -1.718 2.978 -1.084 0.0 0.0 0.0
H -1.687 0.425 -2.809 0.0 0.0 0.0
H -0.257 0.675 -3.875 -0.1 0.0 0.0
H 2.369 2.257 -0.175 0.0 0.0 0.0
H 4.763 2.523 -0.694 0.0 0.0 0.0
H 5.711 1.500 -2.747 0.0 0.0 0.0
H 4.235 0.207 -4.260 0.0 0.0 0.0
H 1.848 -0.034 -3.758 0.0 0.0 0.0
H 1.301 3.519 -2.513 0.0 0.0 0.0
H 0.399 5.786 -2.662 0.0 0.0 0.0
H -1.870 6.291 -1.791 0.0 0.0 0.0
H -3.220 4.467 -0.785 0.0 0.0 0.0
H -2.320 2.192 -0.648 0.0 0.0 0.0
S -5.204 -1.862 1.612 0.0 0.1 -0.2
As -3.954 -1.601 -0.107 -0.2 -0.2 0.2
S -2.434 -0.027 0.492 -0.1 -0.4 0.0
S -2.724 -3.433 -0.252 0.2 0.7 0.0
S -4.758 -1.031 -1.972 0.0 0.0 0.1
C 3.373 -3.217 0.455 0.1 -0.1 0.0
S 2.403 -1.742 0.577 -0.5 -0.1 -0.2
O 3.326 -0.680 0.812 0.0 0.0 0.0
O 1.356 -1.983 1.601 0.4 0.1 0.1
O 1.605 -1.658 -0.689 0.4 -0.1 0.1
H 4.153 -3.153 1.211 0.0 0.0 0.0
H 3.816 -3.236 -0.539 0.0 0.0 0.0
H 2.753 -4.093 0.617 0.0 0.0 0.0
F -3.195 5.353 3.055 0.0 0.0 0.0
C -2.352 4.331 2.814 0.0 0.0 0.0
C -1.228 4.517 2.032 0.0 0.0 0.0
F -0.985 5.729 1.503 0.0 0.0 0.0
C -0.369 3.462 1.802 -0.1 0.0 0.0
F 0.704 3.727 1.040 0.0 0.0 0.0
C -0.563 2.175 2.322 0.3 0.1 -0.3
S 0.594 0.904 2.022 -0.2 -0.3 0.1
C -1.700 2.046 3.120 -0.1 0.0 0.1
F -1.957 0.896 3.761 0.0 0.0 0.0
C -2.579 3.086 3.366 0.0 0.0 0.0
F -3.642 2.904 4.165 0.0 0.0 0.0
```
Forces are in eV/Å.

Output
**F_max**: 1.8 eV Å⁻¹
**Total charge**: -2
**Energy above the lowest of the compared OMol25 structures with the same formula, charge and spin**: 94.5 kJ/mol
**Orbital gap**: 5.46 eV
**Electronic energy**: -7203.87628 Eh
**HOMO**: -1.85 eV


# 3
ORCA calculation (ωB97M-V/def2-TZVPD) on an isolated ion of composition C14H27N2OSi and charge +1.

Structure (XYZ):
```
45
Properties=species:S:1:pos:R:3:forces:R:3
C 3.924 1.450 1.659 0.0 -0.1 0.2
C 2.465 1.728 2.058 0.0 0.0 -0.1
C 1.634 2.404 0.970 0.0 0.1 0.1
N 1.761 1.718 -0.322 0.1 0.0 -0.1
N 1.118 0.428 -0.283 -0.2 -0.2 0.0
C -0.167 0.354 -1.089 0.0 0.0 -0.1
C -1.305 -0.259 -0.280 0.1 0.1 -0.3
O -2.455 -0.072 -1.049 0.1 -0.1 0.1
Si -3.965 -0.152 -0.302 -0.4 0.0 0.1
C -4.214 1.400 0.711 0.0 0.2 0.1
C -4.003 -1.638 0.830 0.1 0.1 0.0
C -5.241 -0.346 -1.625 0.1 -0.2 0.0
C 2.041 -0.685 -0.619 0.0 0.0 0.2
C 1.833 -1.892 0.029 -0.1 0.2 0.0
C 2.653 -2.961 -0.284 0.1 -0.1 0.0
C 3.661 -2.804 -1.226 0.0 0.1 0.0
C 3.849 -1.576 -1.851 0.2 -0.2 -0.1
C 3.038 -0.494 -1.552 -0.1 0.0 0.0
H 4.154 1.843 0.670 0.0 0.0 0.0
H 4.613 1.897 2.377 0.0 0.0 -0.1
H 4.135 0.380 1.652 0.0 0.1 -0.1
H 2.426 2.377 2.933 -0.1 0.0 0.0
H 1.973 0.799 2.373 0.0 0.0 0.0
H 1.981 3.424 0.795 0.1 -0.1 0.0
H 0.582 2.470 1.286 0.0 0.1 0.0
H 1.319 2.246 -1.064 0.0 0.0 0.0
H 0.863 0.270 0.696 -0.1 0.1 0.0
H -0.442 1.366 -1.380 0.0 0.0 0.1
H 0.040 -0.229 -1.984 0.0 0.0 0.0
H -1.120 -1.324 -0.104 0.0 0.0 0.1
H -1.362 0.254 0.694 0.0 0.0 0.0
H -4.233 1.184 1.783 0.0 0.0 -0.1
H -5.167 1.873 0.461 0.0 0.0 0.0
H -3.440 2.155 0.544 0.0 -0.1 -0.1
H -3.547 -2.523 0.380 -0.1 0.0 0.0
H -3.512 -1.442 1.786 0.0 0.0 0.0
H -5.049 -1.876 1.042 0.1 0.0 0.0
H -5.183 -1.356 -2.040 0.0 0.1 -0.1
H -5.150 0.368 -2.443 0.0 0.0 0.0
H -6.228 -0.237 -1.165 0.0 0.0 -0.1
H 1.052 -1.998 0.776 0.0 0.0 0.0
H 2.510 -3.908 0.221 0.0 0.0 0.0
H 4.311 -3.634 -1.467 0.0 0.0 0.0
H 4.645 -1.448 -2.574 0.0 -0.1 0.0
H 3.201 0.469 -2.018 0.0 -0.1 0.1
```
Forces are in eV/Å.

Output
**F_max**: 0.4 eV Å⁻¹
**Total charge**: +1
**Energy above the lowest of the compared OMol25 structures with the same formula, charge and spin**: 0.0 kJ/mol
**Orbital gap**: 10.59 eV
**Electronic energy**: -1023.68761 Eh
**HOMO**: -13.00 eV
**SMILES**: CCCN[N@@H+](CCO[Si](C)(C)C)c1ccccc1


# 4
ORCA calculation (ωB97M-V/def2-TZVPD) on one molecule with the formula C2H6ClNO at a distorted geometry.

Structure (XYZ):
```
11
Properties=species:S:1:pos:R:3:forces:R:3
C 0.249 1.112 -0.243 -1.8 -2.8 1.8
C 0.082 -1.242 0.107 -0.4 -0.2 1.0
N 0.800 -0.221 -0.518 -3.5 2.3 -0.1
O -1.248 -1.084 -0.134 -3.8 -0.2 -2.7
Cl 2.505 -0.326 0.054 6.2 -0.5 1.2
H 0.724 1.845 -0.802 0.2 1.3 -1.4
H -0.874 0.894 -0.216 1.5 1.7 -0.4
H 0.574 1.286 0.814 -0.3 0.0 -0.5
H 0.467 -2.196 -0.237 0.3 -0.3 0.3
H 0.114 -1.079 1.265 0.6 -0.6 -1.8
H -1.514 -0.952 -1.131 1.2 -0.7 2.8
```
Forces are in eV/Å.

Output
**F_max**: 6.3 eV Å⁻¹
**Energy above the lowest of the compared OMol25 structures with the same formula, charge and spin**: 90.9 kJ/mol
**Spin multiplicity**: 3
**Orbital gap (alpha / beta)**: 6.45 / 8.02 eV
**Electronic energy**: -669.78087 Eh
**HOMO (alpha / beta)**: -5.83 / -10.27 eV